Formula: C37H70BN10Sr
Source: the OMol25 dataset
Level of theory: ωB97M-V/def2-TZVPD

Geometry as XYZ:
```
119
Properties=species:S:1:pos:R:3:forces:R:3
Sr 0.940697 1.551658 0.561501 0.0 0.3 -0.5
C 1.739967 5.315301 1.458968 -0.1 0.0 0.0
C 0.616575 4.782494 2.349944 0.1 0.0 -0.1
N 0.620540 3.324120 2.563205 0.1 0.0 0.1
C 1.599098 2.898177 3.581137 -0.1 0.0 0.0
C 1.370248 1.451761 3.997530 0.0 -0.1 0.0
N 1.514714 0.483496 2.894335 0.0 -0.1 0.0
C 2.723341 -0.362070 2.974043 0.0 0.0 0.0
C 4.033692 0.331500 2.603924 0.0 0.0 0.0
C 4.364705 0.386644 1.114059 0.0 0.0 0.0
N 3.620660 1.397337 0.339731 0.0 -0.1 0.0
C 4.147604 2.754750 0.496533 0.0 0.0 0.0
C 3.561829 3.693181 -0.546498 0.0 0.0 0.0
N 2.084838 3.775203 -0.528073 0.0 0.0 0.1
C 1.579813 5.078089 -0.042410 0.0 0.0 0.0
H 2.712815 4.954482 1.802735 0.0 0.0 0.0
H 1.766145 6.396238 1.611009 0.0 0.0 0.0
H -0.343414 5.044223 1.897735 0.0 0.0 0.0
H 0.662728 5.299167 3.315963 0.0 0.0 0.0
H -0.304009 3.077267 2.910275 0.0 0.0 0.0
H 1.537524 3.532032 4.474689 0.0 0.0 0.0
H 2.606312 3.019204 3.176815 0.0 0.0 0.0
H 0.360170 1.367665 4.408833 0.0 0.0 0.0
H 2.057106 1.210271 4.814688 0.0 0.0 0.0
H 0.729192 -0.163722 2.917527 0.0 0.0 0.0
H 2.554806 -1.213274 2.309185 0.0 0.0 0.0
H 2.816898 -0.765860 3.988664 0.0 0.0 0.0
H 4.838102 -0.237898 3.074421 0.0 0.0 0.0
H 4.087796 1.326648 3.055471 0.0 0.0 0.0
H 4.144832 -0.586926 0.670999 0.0 0.0 0.0
H 5.442841 0.554505 1.002067 0.0 0.0 0.0
H 3.701939 1.138759 -0.640913 0.0 0.0 0.0
H 5.241535 2.777529 0.402247 0.0 0.0 0.0
H 3.914759 3.111275 1.502542 0.0 0.0 0.0
H 3.877457 3.348687 -1.534534 0.0 0.0 0.0
H 4.001756 4.686227 -0.413084 0.0 0.0 0.0
H 1.768659 3.679679 -1.488538 0.0 0.0 0.0
H 0.519899 5.141755 -0.303795 0.0 0.0 0.0
H 2.085230 5.888306 -0.579518 0.0 0.0 0.0
C 3.134121 0.684728 -4.502548 0.0 0.0 0.0
C 2.256731 1.521702 -3.569071 0.0 0.0 0.0
C 1.847997 2.835752 -4.233522 0.0 0.0 0.0
C 1.064060 0.733564 -3.112480 0.0 0.0 -0.2
C -0.075714 0.362069 -3.834425 -0.1 0.0 0.1
C -0.857291 -0.349614 -2.935762 0.2 0.1 -0.1
C -2.276480 -0.800887 -3.126583 0.0 0.0 0.1
C -2.469667 -1.488818 -4.474596 0.0 -0.1 0.0
C -3.203425 0.415971 -3.004472 0.0 0.0 0.0
N -0.167930 -0.435471 -1.775276 -0.2 -0.1 0.0
N 1.002846 0.261885 -1.876263 0.2 0.0 0.3
B -0.450605 -1.019875 -0.360977 0.0 0.0 0.0
N -1.752796 -0.390349 0.210306 0.1 0.0 -0.2
N -1.618612 0.928678 0.532587 0.1 0.0 0.2
C -2.816498 1.347096 0.934483 0.0 -0.1 0.0
C -3.743589 0.301926 0.851214 0.0 0.1 0.0
C -3.023201 -0.788073 0.381000 -0.1 0.0 0.0
C -3.495839 -2.188253 0.119444 0.0 0.0 0.0
C -4.891746 -2.195844 -0.501717 0.0 0.0 0.0
C -3.458151 -3.003683 1.414524 0.0 0.0 0.0
C -2.995265 2.746199 1.445124 0.0 0.0 0.0
C -3.097848 2.752917 2.973425 0.0 0.0 0.0
C -4.208297 3.425800 0.814304 0.0 0.0 0.0
N -0.255243 -2.507674 -0.065046 -0.1 0.1 0.0
N 0.090282 -2.734169 1.239365 0.0 0.1 -0.1
C 0.247525 -4.040064 1.359515 0.1 0.0 0.0
C 0.021122 -4.682160 0.126393 0.0 -0.1 0.1
C -0.297349 -3.673675 -0.755374 0.1 0.1 0.0
C -0.546238 -3.753401 -2.232488 0.0 0.0 0.0
C -1.100549 -5.117384 -2.637487 0.0 0.0 0.0
C 0.726535 -3.420698 -3.015459 0.1 0.0 0.0
C 0.631342 -4.640595 2.685472 0.0 0.0 0.0
C 1.078423 -6.091346 2.539902 0.0 0.0 0.0
C -0.514695 -4.522228 3.692414 0.0 0.0 0.0
H 4.027194 1.236532 -4.800791 0.0 0.0 0.0
H 3.442005 -0.244663 -4.022763 0.0 0.0 0.0
H 2.579999 0.425072 -5.406294 0.0 0.0 0.0
H 2.839438 1.749447 -2.668628 0.0 0.0 0.0
H 1.281515 2.644730 -5.146108 0.0 0.0 0.0
H 1.210455 3.441030 -3.582924 0.0 0.0 0.0
H 2.725279 3.424314 -4.507656 0.0 0.0 0.0
H -0.318700 0.599689 -4.856404 0.0 0.0 0.0
H -2.530554 -1.502830 -2.329859 0.0 0.1 0.0
H -2.273047 -0.792340 -5.291439 0.0 0.0 0.0
H -1.803564 -2.344352 -4.597925 0.0 0.0 0.0
H -3.497832 -1.836482 -4.576210 0.0 0.0 0.0
H -2.982945 1.135343 -3.795495 0.0 0.0 0.0
H -4.247911 0.115137 -3.100352 0.0 0.0 0.0
H -3.077354 0.912786 -2.041983 0.0 0.0 0.1
H 0.443611 -0.554193 0.281057 0.1 -0.2 0.2
H -4.792856 0.328282 1.092094 0.0 0.0 0.0
H -2.799467 -2.653597 -0.581825 0.0 0.0 0.0
H -5.625561 -1.769971 0.185106 0.0 0.0 0.0
H -4.926358 -1.621823 -1.427782 0.0 0.0 0.0
H -5.198844 -3.219033 -0.720686 0.0 0.0 0.0
H -4.153905 -2.587678 2.146578 0.0 0.0 0.0
H -3.746451 -4.038046 1.218829 0.0 0.0 0.0
H -2.455521 -3.001215 1.842010 0.0 0.0 0.0
H -2.095139 3.302795 1.151644 0.0 0.0 0.0
H -4.017631 2.261287 3.293988 0.0 0.0 0.0
H -2.270590 2.205352 3.433904 0.0 0.0 0.0
H -3.109928 3.772449 3.364331 0.0 0.0 0.0
H -5.123592 2.891372 1.073951 0.0 0.0 0.0
H -4.309401 4.451143 1.173518 0.0 0.0 0.0
H -4.129694 3.445666 -0.272809 0.0 0.0 0.0
H 0.099935 -5.732292 -0.095787 0.0 0.0 0.0
H -1.294358 -3.004219 -2.481214 -0.1 0.0 0.0
H -0.369200 -5.905363 -2.449433 0.0 0.0 0.0
H -2.008843 -5.360383 -2.084214 0.0 0.0 0.0
H -1.332244 -5.131498 -3.703223 0.0 0.0 0.0
H 1.494944 -4.169605 -2.814389 0.0 0.0 0.0
H 0.524667 -3.415827 -4.088579 0.0 0.0 0.0
H 1.121125 -2.440754 -2.735525 0.0 -0.1 0.0
H 1.474640 -4.056592 3.069338 0.0 0.0 0.0
H 0.255750 -6.715823 2.184554 0.0 0.0 0.0
H 1.905330 -6.188591 1.835458 0.0 0.0 0.0
H 1.401565 -6.488894 3.502577 0.0 0.0 0.0
H -1.383103 -5.088679 3.348146 0.0 0.0 0.0
H -0.217154 -4.916952 4.665494 0.0 0.0 0.0
H -0.819037 -3.482596 3.818384 0.0 0.0 0.0
```
Positions in Å, forces in eV/Å.

Properties
* E_LUMO: -1.9 eV
* highest occupied orbital energy: -10.40 eV
* charge: +1
* electronic energy: -55920.5060 eV
* strongest force on any atom: 0.60 eV/A

***

Formula: C43H64O7
Source: the OMol25 dataset
Level of theory: ωB97M-V/def2-TZVPD

Geometry as XYZ:
```
114
Properties=species:S:1:pos:R:3:forces:R:3
C 0.569989 2.464658 3.218129 -1.3 -0.1 -0.3
O -0.105761 2.014268 4.440499 1.4 0.6 -1.3
H 0.153679 3.432228 2.937769 0.2 0.3 0.0
H 1.656489 2.540878 3.175619 0.0 -0.2 1.1
H 0.303069 1.795778 2.399929 0.0 -0.2 -0.1
H -1.017551 2.127588 4.162299 -0.3 -0.2 0.5
C 5.330799 0.797328 2.728039 0.7 0.0 -1.0
O 4.329619 1.499328 3.431109 0.1 -0.7 0.4
H 4.905079 0.199148 1.922409 -0.1 -0.3 0.0
H 5.976759 1.521608 2.231799 0.1 0.1 0.2
H 5.955889 0.158578 3.352029 -0.1 0.1 0.2
H 3.963019 0.826028 4.008929 -0.6 0.4 0.3
C -0.970081 -1.057062 4.457409 -0.2 -0.4 -0.8
O -0.983881 -0.408712 5.702919 -0.4 -0.1 0.2
H -1.027751 -0.385862 3.600519 0.2 0.5 0.2
H -0.066491 -1.653032 4.329169 0.1 -0.1 0.1
H -1.842021 -1.701542 4.345699 0.1 -0.2 0.0
H -1.697491 -0.844432 6.174619 0.1 0.3 0.4
C -2.616471 -2.939972 -2.987011 -1.4 -0.1 0.0
O -3.835201 -3.714152 -2.705061 1.3 0.4 -0.1
H -1.751461 -3.577362 -3.170301 -0.3 -0.2 0.1
H -2.846961 -2.349242 -3.873591 0.5 0.1 -0.1
H -2.418251 -2.260982 -2.157701 0.2 0.0 0.1
H -4.533951 -3.059112 -2.770381 -0.2 -0.1 0.0
C -2.050161 3.394268 0.303269 0.4 -0.5 0.4
O -3.118931 2.647308 0.811849 -0.8 0.5 0.5
H -1.988521 4.336788 0.847289 -0.2 0.1 -0.2
H -1.138941 2.855568 0.563219 0.5 0.1 -0.5
H -2.138731 3.562138 -0.770081 0.2 0.1 -0.1
H -3.206841 1.785728 0.397659 0.1 -0.1 -0.1
C -3.888481 -0.891892 1.398589 -0.3 0.1 0.4
O -4.090341 0.177128 0.462519 -0.2 -0.9 0.1
H -4.794841 -0.961162 2.000099 0.0 -0.2 0.2
H -3.780911 -1.832742 0.858839 0.4 0.0 0.2
H -3.085881 -0.675902 2.103769 0.2 0.0 -0.4
H -4.985941 -0.059012 0.210049 -0.1 0.8 -0.7
C 4.836509 3.962358 0.929809 1.0 0.5 0.2
O 4.834699 3.942428 2.356939 -0.3 0.4 -1.0
H 3.876379 3.831198 0.430759 -0.2 -0.3 0.3
H 5.212779 4.921758 0.574759 -0.1 0.3 0.3
H 5.594789 3.265938 0.571869 -0.2 -0.5 -0.3
H 4.551389 3.060838 2.610179 -0.2 0.0 0.5
C -3.327251 1.155218 -2.998391 -0.4 0.1 -0.4
C -2.473821 1.682858 -3.953531 0.4 -0.7 0.6
C -2.836481 2.760148 -4.727651 0.7 0.8 -0.5
C -4.054501 3.352548 -4.587161 -1.2 -1.0 0.2
C -4.930521 2.744708 -3.671561 -1.5 1.9 -0.7
C -4.610211 1.728498 -2.862681 2.1 -2.0 0.8
H -3.023581 0.263788 -2.469661 -0.1 0.0 0.3
H -1.501461 1.240278 -4.111781 0.1 -0.1 0.0
H -2.159371 3.179478 -5.457091 0.2 -0.2 -0.1
H -4.367201 4.098038 -5.303301 -0.1 0.3 0.3
H -5.967101 3.006168 -3.518141 -0.1 0.9 -0.6
H -5.337911 1.350808 -2.159681 0.0 -0.1 0.0
C 0.208489 6.993308 -1.013231 0.6 -1.4 0.5
C 0.095309 7.061138 0.391239 0.2 -0.9 -0.6
C 0.600659 6.012688 1.210209 -0.9 0.8 -1.4
C 1.235209 4.945628 0.586029 0.5 0.6 1.1
C 1.490119 4.940598 -0.765971 -1.3 -0.3 -0.5
C 0.876759 5.883438 -1.596121 0.6 0.8 0.9
H -0.251751 7.754638 -1.625571 0.1 0.0 -0.1
H -0.455681 7.909178 0.770259 0.1 0.0 0.4
H 0.398039 5.983858 2.270649 0.1 0.2 0.1
H 1.617479 4.161168 1.222319 0.1 -0.2 0.0
H 1.961909 4.060498 -1.177351 0.3 0.1 -0.3
H 1.067479 5.781048 -2.654211 -0.4 0.3 -0.2
C 4.978989 -4.746022 1.377689 -0.1 0.2 -0.7
C 4.364649 -3.507702 1.553669 0.1 -0.2 -0.5
C 3.960589 -2.811662 0.427909 -0.9 1.2 -0.2
C 4.015149 -3.297522 -0.859161 0.6 -0.6 0.3
C 4.641309 -4.513642 -1.023611 0.8 -0.8 -0.1
C 5.169929 -5.218742 0.066859 -0.6 0.4 0.6
H 5.286069 -5.329012 2.233389 0.1 -0.1 0.0
H 4.152879 -3.075802 2.520639 0.2 -0.1 0.2
H 3.495599 -1.838102 0.476449 0.0 0.1 0.6
H 3.605389 -2.752572 -1.696731 0.1 0.1 0.1
H 4.796019 -4.912072 -2.015441 -0.1 -0.1 -0.1
H 5.682609 -6.160262 -0.063921 0.0 -0.1 -0.2
C -4.604541 -3.777322 2.797019 0.6 0.3 0.3
C -4.804741 -4.164332 1.464319 0.5 0.4 0.8
C -3.724281 -4.604992 0.710139 -0.8 0.4 0.8
C -2.471501 -4.683422 1.332729 0.1 -0.3 -1.8
C -2.249641 -4.296962 2.618899 -1.3 1.0 1.9
C -3.332041 -3.772792 3.381159 0.0 -1.2 -1.3
H -5.444251 -3.414882 3.371399 -0.1 0.0 0.1
H -5.794261 -3.981962 1.071909 0.0 -0.4 -0.4
H -3.917541 -4.823152 -0.329791 0.5 -0.2 -0.1
H -1.654191 -4.993762 0.698619 0.3 -0.2 0.1
H -1.313291 -4.369712 3.152149 0.4 -0.1 -0.5
H -3.148471 -3.485822 4.406019 -0.2 0.1 0.0
C -0.486701 -0.388212 -0.207681 -1.8 -1.1 0.5
C 0.400029 0.588558 -0.461821 1.9 1.1 -0.9
C 1.574909 0.657968 0.259619 0.2 0.1 -0.1
C 1.808209 -0.262992 1.245669 0.9 -0.1 1.1
C 0.909379 -1.260112 1.563599 -0.6 0.5 -0.8
C -0.275091 -1.291712 0.836519 0.5 -0.7 0.3
H -1.375791 -0.427362 -0.819551 -0.3 -0.2 0.1
H 0.370539 1.244978 -1.318921 -0.7 0.1 -0.1
H 2.308489 1.397068 -0.026701 0.2 0.1 0.2
H 2.709879 -0.239082 1.839639 0.3 0.3 -0.1
H 1.156029 -1.996662 2.313969 -0.2 0.0 0.1
H -0.928631 -2.110482 1.099019 -0.6 0.1 -0.4
C 0.785189 -1.261222 -3.758541 0.0 -0.4 -1.7
C 1.215589 -1.288532 -5.096361 0.0 1.0 0.6
C 1.964619 -2.331952 -5.604921 -0.5 0.1 0.0
C 2.198569 -3.429242 -4.794341 0.7 -0.4 0.5
C 1.832469 -3.408762 -3.453961 -0.6 -0.3 -0.6
C 1.094539 -2.342742 -2.980501 -0.4 0.3 1.1
H 0.101639 -0.505962 -3.399761 0.2 0.2 0.1
H 1.001059 -0.434092 -5.721101 -0.1 0.0 -0.2
H 2.266639 -2.275522 -6.640291 0.1 -0.3 0.0
H 2.709169 -4.315722 -5.140511 0.1 0.0 -0.3
H 1.977289 -4.278432 -2.830191 0.2 0.0 0.0
H 0.667819 -2.305912 -1.989061 0.3 -0.4 0.4
```
Positions in Å, forces in eV/Å.

Properties
* E_LUMO: 0.2 eV
* highest occupied orbital energy: -9.20 eV
* charge: 0
* electronic energy: -59956.4329 eV
* strongest force on any atom: 2.96 eV/A